1.
Density functional theory data (ωB97M-V/def2-TZVPD) for a structure of composition C45H59N7O5SSc.

net charge: +1
HOMO energy: -10.472 eV
orbital gap: 8.07 eV

The geometry in XYZ format:
```
118
Properties=species:S:1:pos:R:3:mulliken_charge:R:1
N -0.96476 -1.42479 -1.46919 1.601
C -3.39078 -0.40420 2.21099 -0.278
C 0.49807 -1.25419 -3.43812 1.269
H -2.24047 2.88853 5.53557 0.386
C -1.33986 -0.46350 3.48217 -0.200
O -2.10690 -3.02456 -2.73108 -0.693
H 2.09340 -2.85857 1.93652 -0.039
H -0.04484 2.71845 2.45051 -0.040
H 3.29964 -3.09875 -1.50422 0.333
C 4.46228 0.26248 -1.28539 -0.572
H 3.65794 -2.42966 -3.84053 0.471
C -3.30698 -1.73134 -1.16769 0.147
C 0.07029 -1.50653 5.13413 -0.733
C -5.30662 -1.09806 0.61118 -0.962
C 1.30332 -2.32378 -1.40100 0.860
C -2.04256 -2.11968 -1.91801 -0.213
C 1.38223 1.61981 0.55258 -0.680
C -0.74871 -1.62666 4.01887 0.159
H 1.24065 -4.90579 -0.50098 0.422
H 6.48971 0.06788 -1.94151 0.517
H 4.67268 -0.11170 -0.28911 0.286
N -2.04909 -0.61087 2.24546 2.415
H -1.32192 -2.23438 -5.21571 0.394
H -2.85288 5.12169 -1.32563 0.289
H -3.25124 3.50807 4.23533 0.441
H 3.10170 1.87754 3.15742 0.390
C 2.51019 -2.58755 -2.03906 -0.834
C 1.10074 -2.81434 0.01791 3.131
H 6.98648 -0.87657 -4.06907 0.216
C 3.87792 1.19678 -3.75794 -1.188
C -1.27996 2.42152 -1.67361 -2.121
S 6.29578 2.29659 -5.50704 -0.327
H 3.69885 2.99091 -0.24755 0.296
H -6.06094 -0.87169 1.35104 0.608
C -0.04913 -4.06928 3.78870 -2.237
H 0.39107 -4.60718 1.02120 0.279
H -1.25110 3.98476 2.75867 0.481
C 0.28196 -1.68457 -2.11791 -0.576
H 0.34709 3.34783 -0.09707 0.405
H 1.89218 1.29075 -2.96454 -0.067
H 2.61002 4.06256 0.68093 0.341
H -2.36371 1.79638 2.69210 -1.394
H 0.32159 -2.20427 0.52353 -1.796
H -0.14975 1.81082 5.68359 0.447
C -2.27664 2.38914 -0.52068 0.116
N 3.20333 0.61133 -1.53401 1.176
C -4.25011 3.19676 0.61327 -0.819
C 2.34590 -2.68479 0.89066 -1.285
H -1.42428 -0.35102 -3.60327 -0.245
O 0.74653 0.60399 0.91012 0.068
H 3.10381 -3.41866 0.61467 0.494
H 7.86337 0.00989 -5.27216 0.225
H -5.26022 3.25398 0.21337 0.421
H 4.02577 3.36194 1.45160 0.421
H -3.21822 -2.67641 3.68764 0.264
H 0.86582 0.88843 -5.18860 0.343
C -2.76081 2.60995 4.61746 -2.008
H 1.89557 -1.22126 -5.05723 0.434
H 0.93312 -0.19724 6.59461 0.440
C -0.03849 0.92473 -4.57888 -1.374
O -2.09446 1.53976 0.37449 0.973
C 3.02418 1.23818 2.27863 -1.073
H 1.60880 2.82051 -1.22971 0.625
H -0.18340 3.44781 4.04512 0.418
C -2.46355 -3.43391 3.89026 -1.628
C -0.95808 -1.24328 -5.47986 -1.831
H -0.28193 -4.98973 3.25334 0.425
O -0.12641 1.70669 -1.29468 0.286
C -3.97540 -0.83962 0.88010 0.015
C 0.54274 -4.23893 0.00812 -1.499
H 0.53577 -2.38608 5.55598 0.346
C 6.24129 0.98166 -4.53368 -0.332
C 1.71983 -1.53831 -4.03657 -0.142
N -3.04734 -1.11184 -0.03068 0.709
H -1.74937 -0.70863 -6.00677 0.455
H -0.06932 -4.30930 4.85263 0.551
H -6.64599 -1.92240 -0.84563 0.488
H -0.79482 1.46376 -5.15170 0.400
C 0.29736 -0.27318 5.72295 -1.653
H -4.07761 4.04900 1.27144 0.338
C 5.48198 0.34395 -2.21939 -0.929
H -0.40303 -4.28047 -0.53387 0.292
H 2.36597 0.40399 2.49889 0.135
H -1.09390 -2.90162 2.34184 -1.159
H -4.52280 4.57382 -1.48982 0.326
C -0.53760 -0.47728 -4.22546 0.919
H -2.46297 -3.61172 4.96718 0.413
C 5.18884 0.83286 -3.48786 0.654
C -1.78726 2.05043 3.57829 2.176
C -5.61461 -1.69459 -0.61173 -0.648
N 7.12941 -0.02383 -4.58298 -0.314
H 0.18631 1.50416 -3.67994 0.099
C -0.30881 0.85393 5.20326 -0.144
C -4.61247 -2.05131 -1.50734 -0.775
Sc -1.03837 -0.35898 0.39868 -1.568
H 4.01504 0.87004 2.01322 0.397
H -1.03818 3.44101 -1.98577 0.842
H -4.13268 2.27866 1.18160 0.118
C 3.24034 3.17519 0.72443 -1.096
C -1.13170 0.78329 4.08275 1.006
C 2.92982 1.05513 -2.76001 -0.052
H -2.75611 -4.36123 3.39609 0.409
C -1.06887 -2.99127 3.43604 2.580
H 2.78366 -1.69005 0.79568 0.098
H 0.96895 -3.77343 3.53221 0.358
N -3.29943 3.22460 -0.49838 0.249
C -3.48492 4.25347 -1.51667 -0.953
H -0.12024 -1.35305 -6.17016 0.346
C 0.81639 2.47236 -0.56622 -1.113
H -1.71440 1.89864 -2.53206 0.552
H -4.81423 -2.58394 -2.42528 0.606
C -0.75644 3.10764 3.18153 -1.182
H 3.60936 1.58253 -4.73010 0.557
N 2.48123 2.01085 1.16594 0.906
H -3.28569 3.86252 -2.51179 0.392
H -3.52459 1.87346 4.85941 0.384
C 2.71650 -2.21136 -3.35273 -1.351
O -4.12485 0.03779 3.08173 -0.705
```


2.
Density functional theory data (ωB97M-V/def2-TZVPD) for a structure of composition C45H59O3ReS2Sb2Si2Te in a non-equilibrium geometry.

⟨S²⟩: 3.783
net charge: +1
HOMO energy (alpha / beta): -8.475 / -9.179 eV
orbital gap (alpha / beta): 5.32 / 5.88 eV
multiplicity: 4

The geometry in XYZ format:
```
115
Properties=species:S:1:pos:R:3:mulliken_charge:R:1
H -4.12611 -15.09345 -12.06423 0.339
H -1.76672 -23.03720 -4.18797 0.540
H -10.34467 -23.63304 1.10388 0.308
H -0.52152 -20.12570 -7.98568 0.223
C -12.70675 -28.53291 -5.54864 -1.156
H -1.71482 -15.28179 -4.99441 0.406
H -12.91718 -24.03208 -1.53474 0.359
C -10.07382 -29.55207 -4.31499 -1.022
C -4.91373 -23.08494 -5.23241 0.393
C -2.00097 -15.46724 -11.76167 -0.476
Re -8.00981 -23.71644 -5.92061 1.262
C -2.36384 -19.12155 -3.12262 -0.220
C 0.00043 -18.82953 -2.47235 -0.568
O -8.62019 -21.03397 -8.63896 -0.570
C -11.52582 -21.65553 -6.95111 -1.626
H -1.53695 -12.94372 -5.60413 0.333
H -11.47365 -26.71544 -3.60799 -0.138
C -6.08192 -18.36951 -7.66434 0.290
H -1.55833 -24.83041 -5.93715 0.405
C -9.06069 -21.74082 -7.77623 0.153
H -3.58903 -25.53331 -7.16771 0.435
H -10.19801 -30.54874 -4.72070 0.363
C -2.66869 -17.42435 -10.06140 0.618
S -6.35320 -24.80593 -6.87895 -0.271
H -6.35987 -18.39811 -5.41181 0.581
C -12.01983 -24.31572 -2.17220 -0.686
H -3.39214 -19.46233 -2.87409 0.429
C -4.59070 -14.98261 -6.68176 -0.527
C -2.56366 -23.33020 -4.78208 -0.797
H -9.87528 -22.10400 -4.66195 -0.011
C -5.66690 -18.70945 -6.21071 -0.699
H -11.26395 -25.21788 0.76630 0.319
H -0.51383 -17.68270 -9.74001 0.343
H -11.70124 -22.72744 -7.20511 0.319
C -10.13788 -28.28707 -7.15460 -0.988
Te -8.97276 -25.64983 -4.35452 -0.129
C -10.92480 -26.56027 -4.59757 -0.361
H -4.71879 -17.06457 -10.41655 0.179
H -1.43559 -20.06815 -1.39372 0.366
Si -10.81339 -28.25384 -5.44312 0.241
C -0.78830 -22.94000 -9.84401 -0.274
H -11.92680 -21.00746 -7.70272 0.395
H -1.67157 -14.71215 -12.42006 0.421
C -2.04421 -22.71557 -10.38056 -0.664
H -5.57209 -15.47633 -6.82801 0.266
H -13.00203 -29.45096 -6.07889 0.351
H -9.79460 -19.31945 -7.21676 0.447
H -5.57178 -18.83112 -9.68446 0.699
H -0.24571 -23.84325 -10.10129 0.379
Sb -3.02106 -18.74489 -8.37303 1.194
O -9.59134 -22.21401 -5.55920 -0.075
H -3.74692 -21.54161 -10.32460 0.536
C -1.29609 -19.33775 -2.20277 -0.573
H -9.38085 -26.19217 -1.79194 0.317
C -3.69542 -16.72233 -10.62491 0.073
H -5.22331 -20.19196 -8.54966 0.436
H -13.14099 -27.69274 -6.09126 0.324
C -2.05518 -18.39604 -4.23055 0.362
H -10.52221 -19.30538 -5.76137 0.476
H -5.45288 -19.82056 -6.14040 0.014
C -3.76787 -22.65723 -4.57146 -0.634
C -3.67453 -24.78798 -6.38191 -0.630
C -9.78766 -19.86301 -6.27955 -1.806
H -5.92326 -17.30301 -7.75941 -0.142
C -0.20889 -22.04100 -8.94365 -0.858
H -10.39801 -21.75814 -2.28523 0.118
C -10.06646 -21.33501 -6.60845 1.882
C -3.47365 -12.87976 -6.61648 -0.499
H 1.16945 -17.64282 -3.86815 0.383
C -4.51136 -13.64854 -7.08154 -0.700
H 0.89380 -19.02841 -1.87846 0.390
H -7.20912 -18.46990 -7.75864 0.212
H -12.11723 -25.41284 -2.35020 0.123
C -2.46934 -14.84578 -5.65938 -0.525
H -8.89240 -19.79316 -5.70871 0.347
H -10.16648 -29.33460 -7.57006 0.299
H -2.47059 -23.41634 -11.13714 0.356
S -6.50869 -22.49492 -4.83895 -0.192
H 0.78111 -22.28582 -8.54211 0.383
C -9.95839 -22.16467 -1.36104 -0.944
H -0.04692 -15.98147 -11.58159 0.431
O -8.73865 -23.03529 -7.66539 -0.788
H -8.96452 -29.40476 -4.21518 0.308
C -5.26541 -19.08905 -8.68031 -1.477
C -0.79483 -17.85555 -4.52256 -0.573
C -4.89979 -24.20310 -6.14641 0.119
C -9.16759 -25.16014 -2.16250 -0.895
H -9.49111 -25.07391 0.85848 0.348
H -9.09341 -28.02040 -7.28269 0.383
H -10.41718 -29.51459 -3.24509 0.325
H -3.82705 -21.83300 -3.87434 0.521
Si -10.43940 -24.02205 -1.26337 0.383
H -3.36084 -11.83651 -6.90681 0.358
C -3.48237 -15.67796 -6.12971 0.712
C -2.77375 -21.59245 -9.94031 -0.278
C -0.95819 -20.93808 -8.58553 -0.297
C -2.45455 -13.48523 -5.91149 -0.381
H -5.23259 -13.10800 -7.67600 0.427
H -8.89245 -21.95617 -1.45794 0.353
H -0.63451 -17.36099 -5.45156 0.628
C 0.20515 -18.02899 -3.60094 -0.753
H -13.14142 -28.62479 -4.56927 0.330
H -8.14126 -24.91070 -1.83209 0.559
C -3.33723 -15.69139 -11.52742 -0.668
H -12.13871 -21.50635 -6.03010 0.389
C -1.32223 -17.15334 -10.22301 -0.864
H -11.98048 -23.82586 -3.15056 0.158
C -10.39519 -24.55959 0.51026 -1.132
Sb -3.64173 -17.78688 -5.69756 0.580
H -11.48509 -25.87893 -5.24266 0.421
C -2.49922 -24.33795 -5.72424 -0.600
C -2.24907 -20.74467 -8.99206 0.298
H -10.75968 -27.66334 -7.75097 0.321
C -1.00856 -16.21391 -11.20660 -0.668
H -10.27597 -21.65903 -0.44234 0.402
```


E (computed, eV): -99828.7611, -113678.3476